The following is a DFT calculation (wB97M-V/def2-TZVPD) of an isolated molecule of C3H6O3 in a non-equilibrium geometry.

XYZ file:
```
12
Properties=species:S:1:pos:R:3:forces:R:3
C 1.170 -0.704 -0.585 -0.2694 1.6514 -1.9603
C 0.898 0.425 0.383 -0.8995 1.7305 -0.6007
C -0.616 0.528 0.506 0.5416 -0.6266 1.0627
O -1.193 0.918 1.485 -0.8865 0.2229 -0.4141
O -1.210 -0.123 -0.531 0.0834 0.4166 -0.4405
O -2.626 -0.127 -0.549 -0.1683 0.7367 3.5389
H 0.550 -0.532 -1.569 1.6983 -0.4729 1.9436
H 0.984 -1.667 -0.208 -0.4533 -1.1981 0.5547
H 2.204 -0.592 -0.750 1.3658 -0.4649 -0.8703
H 1.283 1.406 -0.058 -0.6209 -1.1790 0.3878
H 1.347 0.418 1.399 -0.4354 -0.5285 -0.6530
H -2.790 0.049 0.476 0.0440 -0.2881 -2.5487
```
Forces are in eV/Å.

HOMO-LUMO gap = 11.557 eV
ΔE to the lowest compared entry with this formula, charge and spin = 83.06 kcal/mol
LUMO level = 0.8 eV
SMILES string = CCC(=O)OO
E = -343.522190 Eh

Atom charges from the Mulliken analysis, given in e for atoms 1 to 8:
1. C -1.0456
2. C -0.2658
3. C 0.5700
4. O -0.6083
5. O -0.1615
6. O -0.3711
7. H 0.2401
8. H 0.3269

The following is a DFT calculation (wB97M-V/def2-TZVPD) of an isolated molecule of C3H6O3 in a non-equilibrium geometry.

XYZ file:
```
12
Properties=species:S:1:pos:R:3:forces:R:3
O -0.471 -1.599 -1.134 -0.1157 0.1164 -0.0220
C 0.312 -0.940 -0.504 0.3965 -0.2209 0.2792
O 1.263 -1.502 0.272 0.0957 0.9445 0.0961
C 0.328 0.547 -0.424 -0.3853 1.7620 -1.4748
C -0.893 1.117 0.329 0.1925 -0.8154 1.4243
O -0.534 2.087 1.303 -0.0587 0.2187 -0.1558
H 1.127 -2.443 0.246 -0.0929 -0.9507 -0.1081
H 0.254 0.963 -1.438 -0.1106 -0.5691 -0.1683
H 1.244 1.040 -0.106 0.0819 -0.6617 0.7721
H -1.293 0.327 0.970 -0.1722 -0.1178 -0.2700
H -1.706 1.425 -0.326 0.1635 0.2362 -0.1417
H -0.372 2.947 0.911 0.0053 0.0579 -0.2311
```
Forces are in eV/Å.

HOMO-LUMO gap = 11.298 eV
ΔE to the lowest compared entry with this formula, charge and spin = 15.80 kcal/mol
LUMO level = 0.7 eV
SMILES string = O=C(O)CCO
E = -343.629377 Eh

Atom charges from the Mulliken analysis, given in e for atoms 1 to 8:
1. O -0.5419
2. C 0.4513
3. O -0.4390
4. C -0.2855
5. C -0.4264
6. O -0.5191
7. H 0.3284
8. H 0.2522

The following is a DFT calculation (wB97M-V/def2-TZVPD) of an isolated molecule of C3H6O3 in a non-equilibrium geometry.

XYZ file:
```
12
Properties=species:S:1:pos:R:3:forces:R:3
O 0.879 -1.174 0.505 3.6584 -5.1849 0.4503
C 0.304 -0.216 0.226 -2.0363 5.8124 -0.0906
C 0.923 0.832 -0.690 -2.0313 -0.0850 -0.6645
O 0.346 0.631 -1.977 -0.3279 0.3955 0.0357
C -1.013 -0.073 0.954 -0.1069 2.3403 -0.9933
O -1.538 -1.317 0.946 -2.6332 -0.9345 0.0593
H 1.935 0.583 -0.743 1.9270 0.2291 0.2003
H 0.673 1.872 -0.508 0.3382 0.0329 0.7748
H 0.631 -0.235 -2.224 0.0875 -0.9242 -0.7306
H -0.738 0.181 1.964 0.2317 0.7441 0.6998
H -1.661 0.729 0.550 0.0796 -0.6788 0.0728
H -0.739 -1.813 0.997 0.8131 -1.7469 0.1859
```
Forces are in eV/Å.

HOMO-LUMO gap = 10.484 eV
ΔE to the lowest compared entry with this formula, charge and spin = 50.75 kcal/mol
LUMO level = 0.6 eV
SMILES string = O=C(CO)CO
E = -343.573675 Eh

Atom charges from the Mulliken analysis, given in e for atoms 1 to 8:
1. O -0.5332
2. C 0.7063
3. C -0.5917
4. O -0.4908
5. C -0.4015
6. O -0.5049
7. H 0.3272
8. H 0.3140

The following is a DFT calculation (wB97M-V/def2-TZVPD) of a structure of composition C3H6O3 in a non-equilibrium geometry.

XYZ file:
```
12
Properties=species:S:1:pos:R:3:forces:R:3
O 0.134 -1.095 -0.965 -3.0638 -1.4953 0.1255
C 0.306 0.315 -1.121 -0.1867 0.0940 -0.0321
C 0.254 0.738 0.343 0.5514 0.1891 -0.2129
O -0.938 1.326 0.751 -0.3432 0.1803 -0.0539
C 0.318 -0.706 0.872 -1.4120 -0.1429 1.9903
O -0.783 -1.202 1.208 0.8802 0.2406 0.6143
H -0.867 -1.251 -0.492 3.2959 0.3568 -2.0341
H -0.472 0.722 -1.742 -0.3510 0.4151 -0.1894
H 1.256 0.451 -1.619 0.3152 0.1456 0.1065
H 1.091 1.367 0.640 0.0302 0.0038 0.1141
H -1.504 0.593 1.061 0.1161 0.1102 -0.0100
H 1.248 -1.146 1.245 0.1678 -0.0972 -0.4184
```
Forces are in eV/Å.

HOMO-LUMO gap = 10.825 eV
ΔE to the lowest compared entry with this formula, charge and spin = 70.02 kcal/mol
LUMO level = 0.9 eV
E = -343.542966 Eh

Atom charges from the Mulliken analysis, given in e for atoms 1 to 8:
1. O -0.5154
2. C -0.4095
3. C -0.1243
4. O -0.5635
5. C 0.2197
6. O -0.6968
7. H 0.4173
8. H 0.2848

The following is a DFT calculation (wB97M-V/def2-TZVPD) of a cluster of 2 separate species, C3H6O3 in total in a non-equilibrium geometry.

XYZ file:
```
12
Properties=species:S:1:pos:R:3:forces:R:3
C 1.734 0.444 1.528 -4.7542 -2.1506 -2.3730
C 1.227 -0.704 0.871 1.0203 3.5101 0.8512
O -0.042 -0.712 0.345 -0.3507 0.8841 0.6855
H 2.759 0.571 1.602 1.7554 0.1070 0.5482
H 1.002 1.336 1.736 1.5558 -2.0210 -0.3327
H 1.728 -1.530 0.393 1.1885 -0.1363 0.8157
H -0.575 -1.483 0.554 0.0381 -0.2038 0.0379
O -2.526 0.057 -0.447 1.2052 1.1558 -2.1225
C -1.939 0.578 -1.392 -1.4112 -0.7370 1.7904
O -0.917 -0.013 -2.067 -0.5938 1.1811 -0.1557
H -2.205 1.610 -1.739 0.1517 -0.8123 -0.0958
H -0.246 -0.153 -1.384 0.1950 -0.7770 0.3508
```
Forces are in eV/Å.

HOMO-LUMO gap = 10.478 eV
ΔE to the lowest compared entry with this formula, charge and spin = 58.30 kcal/mol
LUMO level = 0.8 eV
SMILES string = C=CO.O=CO
E = -343.561638 Eh

Atom charges from the Mulliken analysis, given in e for atoms 1 to 8:
1. C -0.6841
2. C 0.0064
3. O -0.5369
4. H 0.2981
5. H 0.2243
6. H 0.3667
7. H 0.2997
8. O -0.4597

The following is a DFT calculation (wB97M-V/def2-TZVPD) of an isolated molecule of C3H6O3 in a non-equilibrium geometry.

XYZ file:
```
12
Properties=species:S:1:pos:R:3:forces:R:3
O -0.907 1.416 1.390 -2.4597 -0.8779 -0.9764
C 0.190 1.208 0.810 -2.4461 0.7269 1.7505
C 0.010 0.401 -0.522 0.5017 0.1463 0.1706
O -1.350 0.068 -0.633 0.2694 0.2150 0.0255
C 0.812 -0.898 -0.524 0.2556 0.2066 -0.0989
O 0.340 -1.752 0.486 -0.2037 -0.0891 -0.0166
H 0.411 1.810 1.752 3.8237 -0.3041 -1.3056
H 0.325 1.038 -1.363 0.0264 -0.0044 0.2031
H -1.815 0.547 0.088 0.1679 -0.0280 -0.0408
H 0.737 -1.363 -1.520 -0.0148 0.1255 0.2043
H 1.865 -0.686 -0.319 -0.0681 -0.0486 -0.0372
H -0.620 -1.789 0.356 0.1477 -0.0681 0.1215
```
Forces are in eV/Å.

HOMO-LUMO gap = 10.504 eV
ΔE to the lowest compared entry with this formula, charge and spin = 92.02 kcal/mol
LUMO level = 0.6 eV
SMILES string = O=C[C@H](O)CO
E = -343.507916 Eh

Atom charges from the Mulliken analysis, given in e for atoms 1 to 8:
1. O -0.4716
2. C -0.1110
3. C 0.1424
4. O -0.6217
5. C -0.5860
6. O -0.5149
7. H 0.5281
8. H 0.2974

The following is a DFT calculation (wB97M-V/def2-TZVPD) of a cluster of 2 separate species, C3H6O3 in total.

XYZ file:
```
12
Properties=species:S:1:pos:R:3:forces:R:3
O -0.481 0.788 -2.861 0.6353 0.4273 0.2970
C 0.446 1.368 -2.459 0.0455 0.0034 -0.1604
O 1.402 1.944 -2.115 -0.6681 -0.3877 -0.2429
C -0.042 -0.979 1.558 0.0169 -0.0065 0.0453
C -0.495 -0.395 0.230 -0.1339 -0.2899 0.0322
O -0.173 0.983 0.111 0.2383 0.0583 0.0517
H -0.353 -2.025 1.651 0.0342 0.1448 -0.0302
H -0.469 -0.411 2.390 0.0447 -0.0847 -0.1075
H 1.051 -0.949 1.645 -0.1500 0.0003 -0.0155
H -0.067 -0.969 -0.607 -0.0448 0.0962 0.1265
H -1.583 -0.450 0.133 0.1351 -0.0030 0.0174
H 0.763 1.093 0.325 -0.1532 0.0415 -0.0135
```
Forces are in eV/Å.

HOMO-LUMO gap = 11.292 eV
ΔE to the lowest compared entry with this formula, charge and spin = 0.02 kcal/mol
LUMO level = 0.7 eV
SMILES string = O=C=O.CCO
E = -343.654514 Eh

Atom charges from the Mulliken analysis, given in e for atoms 1 to 8:
1. O -0.4001
2. C 0.8447
3. O -0.4280
4. C -1.1159
5. C -0.1626
6. O -0.5354
7. H 0.3452
8. H 0.2776

The following is a DFT calculation (wB97M-V/def2-TZVPD) of an isolated molecule of C3H6O3 in a non-equilibrium geometry.

XYZ file:
```
12
Properties=species:S:1:pos:R:3:forces:R:3
C 1.145 1.411 -0.747 0.4617 -1.2874 0.0872
O 0.429 0.475 0.111 0.8322 1.0634 -0.2886
C -0.418 -0.353 -0.469 -1.3383 -0.0413 -0.0818
O -0.746 -0.314 -1.632 0.4466 -0.2736 0.5704
C -0.964 -1.291 0.607 0.8780 -1.4548 -0.2811
O -1.073 -0.744 1.894 1.4812 1.2714 0.2506
H 1.828 0.806 -1.369 -0.5565 0.4197 -0.1598
H 1.774 1.925 -0.052 0.1423 0.6800 0.2881
H 0.497 2.071 -1.326 -0.0086 -0.2892 0.1464
H -0.249 -2.194 0.621 -0.9941 1.0165 -0.1554
H -1.956 -1.627 0.320 0.0569 -0.0929 -0.1620
H -0.267 -0.165 2.041 -1.4014 -1.0118 -0.2140
```
Forces are in eV/Å.

HOMO-LUMO gap = 10.892 eV
ΔE to the lowest compared entry with this formula, charge and spin = 23.84 kcal/mol
LUMO level = 0.7 eV
SMILES string = COC(=O)CO
E = -343.616567 Eh

Atom charges from the Mulliken analysis, given in e for atoms 1 to 8:
1. C -0.6482
2. O -0.3577
3. C 0.6529
4. O -0.5687
5. C -0.2230
6. O -0.5179
7. H 0.2929
8. H 0.2518

The following is a DFT calculation (wB97M-V/def2-TZVPD) of a structure of composition C3H6O3Pm in a non-equilibrium geometry.

XYZ file:
```
13
Properties=species:S:1:pos:R:3:forces:R:3
O -1.584 1.495 0.466 1.7883 2.6228 0.2354
C -1.910 0.263 0.349 -2.7374 -3.3543 0.9628
C -0.810 -0.681 -0.143 -0.9613 -0.6478 -0.1817
O 0.430 0.009 -0.211 0.2039 1.3784 0.3721
C 1.520 -0.770 -0.690 0.8364 -0.4609 -0.2554
Pm 0.400 2.353 0.477 -0.9953 -0.6724 -0.3358
H -1.084 -1.057 -1.141 0.0839 0.0999 0.2404
H -0.720 -1.538 0.542 -0.1037 0.3239 -0.1691
H 2.345 -0.650 0.020 -0.0576 -0.2156 -0.1903
H 1.227 -1.827 -0.749 0.2039 0.3695 0.0289
H 1.828 -0.410 -1.681 -0.1504 -0.1976 0.2129
O -2.992 -0.222 0.665 2.0052 0.9353 -0.8516
H 1.349 3.035 2.097 -0.1158 -0.1813 -0.0686
```
Forces are in eV/Å.

HOMO-LUMO gap (spin up / spin down) = 8.093 / 8.363 eV
ΔE to the lowest compared entry with this formula, charge and spin = 28.29 kcal/mol
LUMO level (spin up / spin down) = -5.7 / -5.4 eV
charge = +1
multiplicity = 5
E = -951.682233 Eh

Atom charges from the Mulliken analysis, given in e for atoms 1 to 8:
1. O -0.7273
2. C 0.4145
3. C -0.3157
4. O -0.3759
5. C -0.7086
6. Pm 1.7324
7. H 0.3523
8. H 0.3646

The following is a DFT calculation (wB97M-V/def2-TZVPD) of a structure of composition C3H6O3Rh in a non-equilibrium geometry.

XYZ file:
```
13
Properties=species:S:1:pos:R:3:forces:R:3
H 1.807 0.996 1.815 0.2823 0.0321 0.5412
O 0.448 0.077 0.245 -0.5277 -0.8894 -0.7864
Rh -0.635 0.917 3.629 -1.0947 1.6914 5.5883
O -1.109 0.308 1.876 -0.8901 -1.8927 -2.1356
C 0.045 0.247 1.441 0.8535 2.2685 -1.3573
O 0.953 0.774 2.264 1.0718 -0.8785 -1.1888
C -0.543 -0.235 -0.795 3.9454 -0.9385 -1.4523
C 0.209 -0.602 -2.044 -5.4044 1.6148 1.2814
H -1.156 -1.058 -0.411 -1.1647 -0.4547 0.0801
H -1.162 0.660 -0.921 -1.1259 0.5547 -0.2228
H 0.763 -1.539 -1.912 1.9620 -1.1281 -0.0591
H -0.523 -0.741 -2.850 0.0813 -0.2098 0.0190
H 0.902 0.197 -2.337 2.0111 0.2302 -0.3078
```
Forces are in eV/Å.

HOMO-LUMO gap (spin up / spin down) = 11.840 / 6.285 eV
LUMO level (spin up / spin down) = -14.2 / -20.1 eV
charge = +3
multiplicity = 5
E = -452.596266 Eh

Atom charges from the Mulliken analysis, given in e for atoms 1 to 8:
1. H 0.4430
2. O -0.1503
3. Rh 1.3907
4. O -0.5564
5. C 1.1667
6. O -0.5316
7. C -0.2255
8. C -0.6418

The following is a DFT calculation (wB97M-V/def2-TZVPD) of a cluster of 2 separate species, C3H6O3S in total in a non-equilibrium geometry.

XYZ file:
```
13
Properties=species:S:1:pos:R:3:forces:R:3
C -0.144 1.907 0.790 1.5535 -1.2584 -4.3077
C 0.122 -0.893 0.140 -1.9140 0.3838 -0.6513
C -0.921 0.009 -0.559 -0.3257 -0.5533 -1.4900
O -1.036 2.850 3.051 -0.4703 0.0060 0.2002
O 1.349 1.959 -0.422 -2.8393 0.8837 3.2473
O -1.135 1.192 0.204 1.1762 2.4990 1.9652
S 0.056 2.927 2.082 0.4311 -0.9525 -1.2840
H 0.454 -1.662 -0.600 0.3725 0.7961 0.9372
H 0.792 -0.111 0.535 0.7124 -1.3212 -0.2264
H -0.418 -1.369 0.975 0.5433 0.0021 -0.2279
H -1.942 -0.349 -0.717 0.1011 -0.5856 0.9136
H -0.757 0.237 -1.651 0.9538 0.4038 1.0704
H 1.165 1.199 -0.975 -0.2944 -0.3035 -0.1466
```
Forces are in eV/Å.

HOMO-LUMO gap (spin up / spin down) = 8.927 / 8.928 eV
ΔE to the lowest compared entry with this formula, charge and spin = 89.85 kcal/mol
LUMO level (spin up / spin down) = -0.3 / -0.3 eV
E = -741.639159 Eh

Atom charges from the Mulliken analysis, given in e for atoms 1 to 8:
1. C 0.4967
2. C -0.6638
3. C -0.5981
4. O -0.4919
5. O -0.6157
6. O -0.3238
7. S 0.2788
8. H 0.2753

The following is a DFT calculation (wB97M-V/def2-TZVPD) of a structure of composition C3H6O3Sr in a non-equilibrium geometry.

XYZ file:
```
13
Properties=species:S:1:pos:R:3:forces:R:3
O 1.523 1.679 -0.078 0.9969 -0.2047 -0.8005
Sr -0.305 2.587 0.019 -1.5092 1.8990 0.0746
C -1.916 -0.427 0.166 -0.0765 -0.3908 0.0257
O -0.701 0.310 0.019 -0.3076 0.0676 -0.0843
C 0.486 -0.472 0.171 0.1936 -1.0767 -0.7634
C 1.735 0.381 -0.156 1.7552 -0.8639 1.5794
O 2.800 -0.114 0.335 -0.8735 0.0125 -1.4447
H -2.743 0.268 -0.011 0.0729 -0.1938 0.0355
H -1.939 -1.234 -0.577 -0.1134 0.1708 0.2048
H -1.982 -0.843 1.181 -0.0371 0.0609 -0.2634
H 0.447 -1.315 -0.533 -0.0811 0.0727 0.3437
H 0.537 -0.856 1.200 0.1725 0.2205 -0.2800
H 2.057 0.035 -1.736 -0.1926 0.2259 1.3725
```
Forces are in eV/Å.

HOMO-LUMO gap (spin up / spin down) = 8.071 / 8.228 eV
ΔE to the lowest compared entry with this formula, charge and spin = 47.66 kcal/mol
LUMO level (spin up / spin down) = -4.9 / -5.0 eV
charge = +1
multiplicity = 2
E = -374.005473 Eh

Atom charges from the Mulliken analysis, given in e for atoms 1 to 8:
1. O -1.0125
2. Sr 1.9269
3. C -0.6953
4. O -0.4787
5. C -0.3095
6. C 0.2952
7. O -0.4640
8. H 0.2422